[1]
Density functional theory data (wB97M-V/def2-TZVPD) for the molecule C3H3NO2S2.

SMILES string	S=C[C@H]1ONC(=S)O1
E_tot	-30412.03783	eV
LUMO energy	-0.813	eV
energy above the lowest of the compared OMol25 structures with the same formula, charge and spin	273.9	kJ/mol

CARTESIAN COORDINATES (ANGSTROEM)
S1 -2.037 -0.886 1.070
C1 -0.569 -1.487 1.143
C2 0.661 -0.550 1.061
O1 1.627 -1.009 0.195
N1 1.258 -0.406 -0.992
C3 0.558 0.756 -0.672
S2 0.103 1.890 -1.735
O2 0.276 0.739 0.631
H1 -0.239 -2.557 1.349
H2 1.151 -0.462 2.039
H3 2.091 -0.362 -1.612

=====

[2]
Density functional theory data (wB97M-V/def2-TZVPD) for a cluster of 4 separate species, C13H30FN4O3S in total.

net charge	+1
E_tot	-39612.70589	eV
LUMO energy	-4.483	eV
energy above the lowest of the compared OMol25 structures with the same formula, charge and spin	308.1	kJ/mol

CARTESIAN COORDINATES (ANGSTROEM)
C1 -0.078 -1.489 1.251
C2 -0.431 -2.619 0.349
S1 0.821 -3.520 -0.780
N1 2.073 -4.076 0.321
C3 1.481 -2.274 -2.028
C4 3.063 -1.885 -1.835
F1 0.597 -1.050 -2.080
H1 1.017 -1.218 1.602
H2 -0.986 -0.848 1.684
H3 -1.552 -3.027 0.341
H4 2.883 -4.463 -0.216
H5 2.419 -3.284 0.911
H6 1.386 -2.804 -3.093
H7 3.186 -0.715 -1.959
H8 3.530 -2.185 -0.806
H9 3.657 -2.382 -2.740
C5 1.268 1.234 4.379
C6 2.333 0.687 3.471
O1 2.266 0.789 2.248
N2 3.401 0.060 4.043
C7 3.660 -0.159 5.445
H10 0.482 1.705 3.779
H11 0.819 0.424 4.960
H12 1.694 1.990 5.043
H13 4.076 -0.281 3.368
H14 4.612 0.317 5.692
H15 3.744 -1.236 5.610
H16 2.874 0.246 6.084
C8 -3.473 3.020 3.483
C9 -2.284 2.506 2.721
O2 -1.240 2.181 3.281
N3 -2.388 2.404 1.365
C10 -3.519 2.731 0.530
H17 -3.240 3.045 4.552
H18 -3.715 4.035 3.159
H19 -4.329 2.357 3.332
H20 -1.548 2.050 0.922
H21 -3.812 1.830 -0.013
H22 -3.203 3.495 -0.185
H23 -4.369 3.102 1.105
C11 -1.508 -0.361 -7.280
C12 -2.337 0.339 -6.241
O3 -3.410 0.874 -6.511
N4 -1.866 0.370 -4.961
C13 -0.641 -0.193 -4.448
H24 -2.012 -0.303 -8.251
H25 -0.532 0.124 -7.369
H26 -1.388 -1.415 -7.016
H27 -2.479 0.859 -4.319
H28 -0.899 -0.909 -3.664
H29 -0.050 0.617 -4.014
H30 -0.056 -0.696 -5.220

=====

[3]
Density functional theory data (wB97M-V/def2-TZVPD) for the molecule BrH2PS.

SMILES string	S=[PH2]Br
E_tot	-90199.03902	eV
LUMO energy	-1.009	eV
energy above the lowest of the compared OMol25 structures with the same formula, charge and spin	1.6	kJ/mol

CARTESIAN COORDINATES (ANGSTROEM)
S1 0.577 -0.720 -1.883
P1 -0.095 -0.001 -0.168
Br1 1.130 -0.044 1.906
H1 -1.248 -0.597 0.196
H2 -0.365 1.362 -0.051

=====

[4]
Density functional theory data (wB97M-V/def2-TZVPD) for a cluster of 2 separate species, CH2ClNO in total.

SMILES string	C#N.OCl
E_tot	-17126.51855	eV
LUMO energy	0.147	eV
energy above the lowest of the compared OMol25 structures with the same formula, charge and spin	296.1	kJ/mol

CARTESIAN COORDINATES (ANGSTROEM)
C1 -2.132 0.552 0.656
N1 -1.520 -0.189 0.094
H1 -2.783 1.083 1.244
O1 1.799 -0.530 -1.089
Cl1 2.031 -0.039 0.526
H2 2.606 -0.876 -1.431

=====

Sequential HOMO output: -9.028 -11.328 -9.716 -10.355 eV
Sequential max |F| output: 2.12 4.49 2.33 4.45 eV/Å
Sequential gap between HOMO and LUMO output: 8.2 6.8 8.7 10.5 eV